{"formula": "C7H6N3O", "method": "wB97M-V/def2-TZVPD", "symbols": ["C", "C", "C", "C", "C", "C", "C", "N", "N", "N", "O", "H", "H", "H", "H", "H", "H"], "positions_angstrom": [[-2.26, 1.75, -1.03], [-0.01, 1.88, -1.06], [-2.34, 0.60, -0.29], [0.10, 0.86, -0.12], [1.71, -0.72, 0.73], [-1.04, -1.09, 0.63], [2.61, -1.80, 0.89], [-1.14, 2.41, -1.45], [1.16, 0.16, 0.16], [-1.12, 0.09, 0.28], [-1.05, -2.13, 1.11], [-3.06, 2.16, -1.59], [0.91, 2.41, -1.41], [-3.23, -0.01, 0.05], [2.77, -2.55, 0.09], [2.43, -2.68, 1.65], [3.58, -1.34, 1.36]], "largest_force_ev_per_a": 4.7, "e_lumo_ev": [-5.2, -5.2], "total_charge": 1, "relative_energy_kcal_mol": 52.9, "gap_ev": [6.67, 6.67]}

***

{"formula": "C7H6N4", "method": "wB97M-V/def2-TZVPD", "symbols": ["C", "N", "C", "C", "C", "N", "N", "C", "C", "C", "N", "H", "H", "H", "H", "H", "H"], "positions_angstrom": [[2.28, 0.28, -1.47], [1.16, 0.47, -0.62], [0.05, 1.31, -1.14], [0.90, -0.33, 0.39], [0.83, -1.17, 1.29], [0.42, -2.13, 2.07], [-0.73, -2.30, 2.58], [-1.70, -1.53, 2.30], [-2.38, -0.63, 1.84], [-3.42, 0.11, 1.27], [-4.14, 0.67, 0.59], [2.16, 0.86, -2.37], [3.21, 0.58, -1.05], [2.23, -0.76, -1.62], [0.44, 2.21, -1.78], [-0.58, 0.78, -1.94], [-0.71, 1.57, -0.36]], "largest_force_ev_per_a": 3.9, "e_lumo_ev": [-1.2, -1.2], "total_charge": 0, "relative_energy_kcal_mol": 159.3, "gap_ev": [7.50, 7.50], "smiles": "CN(C)C#C/N=N\\C#CC#N"}

***

Number 1: calculated total energy -13861.281 eV. Number 2: calculated total energy -13309.184 eV.